<a>
# C2H5NSi

A 2-piece molecular cluster, C2H5NSi overall (wB97M-V/def2-TZVPD, the Open Molecules 2025 dataset).

Summary:
- E_LUMO (eV) = -1.3
- Kohn-Sham gap (Ha) = 0.2863

Geometry as ORCA input:
```
! wB97M-V def2-TZVPD RIJCOSX def2/J DEFGRID3
* xyz 0 1
C 2.047 0.790 -0.364
C 0.676 0.684 -0.038
N 3.177 0.842 -0.454
Si 0.131 -0.962 -0.974
H 0.763 0.646 1.125
H -0.072 1.504 -0.277
H -3.032 -1.662 1.037
H -2.635 -1.432 1.618
H -1.056 -0.409 -1.672
*
```


<b>
# C2H5NSi

One molecule with the formula C2H5NSi (wB97M-V/def2-TZVPD, the Open Molecules 2025 dataset).

Summary:
- SMILES string = C#C[SiH2]N
- E_LUMO (eV) = 0.8
- Kohn-Sham gap (Ha) = 0.3901

Geometry as ORCA input:
```
! wB97M-V def2-TZVPD RIJCOSX def2/J DEFGRID3
* xyz 0 1
C -0.458 1.708 1.736
C -0.343 0.962 0.815
Si -0.291 -0.092 -0.957
N 0.503 -1.509 -0.393
H -0.475 2.292 2.635
H -1.756 -0.232 -1.423
H 0.726 0.383 -1.897
H 0.973 -1.530 0.513
H 1.121 -1.982 -1.029
*
```


Most stable: <b>


<a>
# C17H21ClN6O2SeW

C17H21ClN6O2SeW as an isolated structure (wB97M-V/def2-TZVPD, the Open Molecules 2025 dataset).

Summary:
- E_LUMO (spin up / spin down) (eV) = -7.8 / -7.6
- Kohn-Sham gap (spin up / spin down) (Ha) = 0.2562 / 0.2492

Geometry as ORCA input:
```
! wB97M-V def2-TZVPD RIJCOSX def2/J DEFGRID3
* xyz 2 1
W 0.392 -0.328 0.916
C -1.490 -1.543 4.218
C -0.874 -1.071 2.961
O -1.513 -0.610 1.978
O 0.416 -1.110 2.778
H -2.058 -2.453 4.014
H -2.193 -0.792 4.576
H -0.729 -1.745 4.965
C 0.324 3.788 -3.471
C -0.749 2.976 -4.187
C -0.154 1.814 -4.976
C -1.853 2.517 -3.231
N -1.326 1.629 -2.167
C -1.074 0.311 -2.210
N -0.560 -0.020 -1.046
N -0.521 1.113 -0.341
N -0.963 2.120 -0.990
H 1.021 4.203 -4.198
H 0.911 3.166 -2.788
H -0.100 4.617 -2.904
H -1.275 3.633 -4.885
H 0.444 1.155 -4.338
H 0.522 2.191 -5.742
H -0.921 1.222 -5.479
H -2.627 1.948 -3.744
H -2.312 3.352 -2.705
H -1.276 -0.337 -3.047
Se 2.774 -0.062 0.508
C 2.363 0.863 2.129
C 1.193 1.648 2.114
C 0.605 1.993 3.357
N 1.074 1.587 4.509
C 2.224 0.877 4.501
C 2.893 0.484 3.362
H 0.932 2.227 1.235
H -0.279 2.623 3.376
H 2.605 0.599 5.476
H 3.782 -0.129 3.428
Cl 2.481 -5.645 0.325
C 1.096 -4.644 0.257
C -0.156 -5.162 -0.042
C -1.236 -4.296 -0.073
C -1.042 -2.957 0.195
N 0.178 -2.454 0.467
C 1.231 -3.290 0.502
H -0.275 -6.219 -0.238
H -2.231 -4.656 -0.292
H -1.870 -2.263 0.209
H 2.198 -2.871 0.737
*
```


<b>
# C17H21ClN6O2SeW

C17H21ClN6O2SeW as an isolated structure (wB97M-V/def2-TZVPD, the Open Molecules 2025 dataset).

Summary:
- E_LUMO (spin up / spin down) (eV) = -7.9 / -7.9
- Kohn-Sham gap (spin up / spin down) (Ha) = 0.2415 / 0.2413

Geometry as ORCA input:
```
! wB97M-V def2-TZVPD RIJCOSX def2/J DEFGRID3
* xyz 2 1
W 0.413 0.776 0.563
C -1.278 3.203 3.239
C -0.735 2.272 2.230
O -1.420 1.438 1.580
O 0.537 2.246 1.942
H -1.611 2.630 4.107
H -2.151 3.708 2.826
H -0.523 3.923 3.541
C -0.395 -1.843 -4.781
C -1.222 -2.931 -4.106
C -0.342 -4.000 -3.466
C -2.234 -2.351 -3.116
N -1.569 -1.612 -2.016
C -1.017 -2.087 -0.887
N -0.499 -1.060 -0.251
N -0.757 0.000 -1.022
N -1.387 -0.301 -2.090
H 0.222 -2.279 -5.566
H 0.286 -1.358 -4.075
H -1.022 -1.076 -5.236
H -1.851 -3.409 -4.862
H 0.360 -3.570 -2.745
H 0.265 -4.489 -4.227
H -0.931 -4.775 -2.970
H -2.832 -3.127 -2.641
H -2.897 -1.627 -3.586
H -1.022 -3.118 -0.575
Se 2.690 0.763 -0.294
C 2.016 2.543 -0.469
C 0.702 2.662 -0.962
C 0.002 3.870 -0.713
N 0.504 4.858 -0.018
C 1.783 4.741 0.402
C 2.568 3.623 0.219
H 0.353 2.013 -1.758
H -1.000 4.000 -1.108
H 2.177 5.599 0.933
H 3.568 3.578 0.627
Cl 3.664 -1.326 4.808
C 2.096 -1.225 4.132
C 1.008 -1.840 4.734
C -0.234 -1.712 4.137
C -0.358 -0.981 2.973
N 0.703 -0.399 2.382
C 1.913 -0.517 2.958
H 1.139 -2.399 5.651
H -1.111 -2.167 4.575
H -1.319 -0.838 2.502
H 2.748 -0.030 2.477
*
```


Most stable: <a>


<a>
# C22H24N4O5S

One molecule with the formula C22H24N4O5S (wB97M-V/def2-TZVPD, the Open Molecules 2025 dataset).

Summary:
- SMILES string = COc1ccc(C(=O)NCc2nnc(SCC(=O)Nc3cc(C)cc(C)c3)o2)cc1OC
- E_LUMO (eV) = 0.5
- Kohn-Sham gap (Ha) = 0.3170

Geometry as ORCA input:
```
! wB97M-V def2-TZVPD RIJCOSX def2/J DEFGRID3
* xyz 0 1
C 5.044 -0.247 2.475
O 4.347 -0.522 1.285
C 3.203 0.181 1.013
C 2.653 1.110 1.889
C 1.479 1.769 1.588
C 0.814 1.526 0.391
C -0.425 2.311 0.152
O -0.931 2.996 1.025
N -0.928 2.287 -1.109
C -2.106 3.054 -1.447
C -3.249 2.159 -1.758
N -4.405 2.072 -1.193
N -5.061 1.035 -1.755
C -4.262 0.538 -2.645
S -4.481 -0.887 -3.603
C -2.713 -1.258 -3.911
C -1.829 -1.036 -2.682
O -0.766 -0.461 -2.782
N -2.337 -1.513 -1.534
C -1.711 -1.326 -0.265
C -0.529 -1.986 0.024
C 0.067 -1.820 1.267
C 1.303 -2.592 1.613
C -0.522 -0.964 2.185
C -1.697 -0.281 1.899
C -2.291 0.683 2.874
C -2.300 -0.483 0.664
O -3.096 1.215 -2.723
C 1.358 0.603 -0.493
C 2.540 -0.070 -0.204
O 2.917 -0.973 -1.155
C 4.263 -1.379 -1.272
H 4.445 -0.485 3.360
H 5.367 0.798 2.523
H 5.921 -0.893 2.453
H 3.139 1.320 2.828
H 1.061 2.485 2.278
H -0.582 1.622 -1.785
H -1.898 3.696 -2.312
H -2.362 3.665 -0.578
H -2.687 -2.304 -4.216
H -2.348 -0.633 -4.726
H -3.280 -1.879 -1.530
H -0.078 -2.626 -0.719
H 1.031 -3.589 1.961
H 1.860 -2.097 2.405
H 1.943 -2.702 0.742
H -0.054 -0.821 3.149
H -1.953 0.478 3.886
H -3.378 0.650 2.842
H -1.980 1.693 2.603
H -3.224 0.026 0.431
H 0.887 0.335 -1.425
H 4.943 -0.524 -1.269
H 4.326 -1.886 -2.235
H 4.553 -2.071 -0.478
*
```


<b>
# C22H24N4O5S

One molecule with the formula C22H24N4O5S (wB97M-V/def2-TZVPD, the Open Molecules 2025 dataset).

Summary:
- SMILES string = COCCN(CCOC)S(=O)(=O)c1ccc(/C(O)=C(\C#N)c2nc3ccccc3[nH]2)cc1
- E_LUMO (eV) = -0.5
- Kohn-Sham gap (Ha) = 0.2868

Geometry as ORCA input:
```
! wB97M-V def2-TZVPD RIJCOSX def2/J DEFGRID3
* xyz 0 1
C 4.105 0.723 1.586
O 3.307 -0.203 2.292
C 3.645 -0.331 3.651
C 3.158 0.842 4.520
N 1.737 1.048 4.474
C 0.854 0.301 5.324
C 0.524 -1.123 4.810
O -0.858 -1.387 4.772
C -1.447 -1.580 6.036
S 1.102 2.216 3.481
O -0.060 2.746 4.134
O 2.171 3.112 3.137
C 0.544 1.402 1.981
C 1.114 1.764 0.776
C 0.693 1.162 -0.395
C -0.318 0.201 -0.359
C -0.800 -0.485 -1.563
O -1.277 -1.701 -1.358
C -0.799 0.079 -2.819
C -0.383 1.388 -3.113
N -0.088 2.436 -3.482
C -1.313 -0.664 -3.948
N -1.788 -1.890 -3.863
C -2.174 -2.237 -5.130
C -2.739 -3.413 -5.611
C -3.028 -3.474 -6.958
C -2.767 -2.404 -7.816
C -2.206 -1.228 -7.358
C -1.913 -1.158 -6.007
N -1.365 -0.175 -5.222
C -0.890 -0.143 0.869
C -0.470 0.465 2.036
H 3.826 0.624 0.539
H 3.929 1.750 1.916
H 5.170 0.483 1.702
H 4.736 -0.421 3.768
H 3.180 -1.262 3.981
H 3.610 1.772 4.172
H 3.468 0.667 5.556
H -0.071 0.882 5.362
H 1.280 0.260 6.333
H 1.030 -1.882 5.426
H 0.863 -1.220 3.776
H -0.955 -2.398 6.576
H -2.486 -1.842 5.851
H -1.405 -0.675 6.649
H 1.881 2.521 0.771
H 1.161 1.427 -1.329
H -1.594 -2.085 -2.232
H -2.940 -4.238 -4.947
H -3.468 -4.372 -7.365
H -3.011 -2.500 -8.863
H -2.004 -0.401 -8.021
H -1.063 0.741 -5.512
H -1.673 -0.885 0.894
H -0.932 0.213 2.976
*
```


Most stable: <a>


<a>
# C4H3BrO

C4H3BrO as an isolated structure (wB97M-V/def2-TZVPD, the Open Molecules 2025 dataset).

Summary:
- E_LUMO (spin up / spin down) (eV) = -3.3 / -3.3
- Kohn-Sham gap (spin up / spin down) (Ha) = 0.1945 / 0.1943

Geometry as ORCA input:
```
! wB97M-V def2-TZVPD RIJCOSX def2/J DEFGRID3
* xyz 0 1
C 0.178 -0.780 -0.275
C -0.419 0.241 -0.886
C -0.230 1.351 0.146
C 0.642 0.197 0.837
O -0.611 2.414 0.448
Br -2.220 -2.178 -2.289
H 0.719 -1.660 -0.457
H 0.175 -0.021 1.780
H 1.767 0.435 0.696
*
```


<b>
# C4H3BrO

A 2-piece molecular cluster, C4H3BrO overall (wB97M-V/def2-TZVPD, the Open Molecules 2025 dataset).

Summary:
- SMILES string = C#CBr.C=C=O
- E_LUMO (eV) = 0.5
- Kohn-Sham gap (Ha) = 0.3603

Geometry as ORCA input:
```
! wB97M-V def2-TZVPD RIJCOSX def2/J DEFGRID3
* xyz 0 1
C 0.799 1.040 1.244
C 0.250 0.810 2.313
Br -0.971 0.874 3.652
H 1.407 0.805 0.396
C -0.058 -1.067 -1.234
C -0.620 -0.183 -2.027
O -1.172 0.628 -2.618
H 1.019 -1.407 -1.380
H -0.656 -1.500 -0.346
*
```


Most stable: <b>